# 1
The following is a quantum chemistry calculation of 3 unconnected molecules or ions with the total composition C18H36FN4O4P at a distorted geometry, from the Open Molecules 2025 dataset.

CARTESIAN COORDINATES (ANGSTROEM)
O 1.3977 -7.5402 1.0098
C 0.5133 -6.9369 1.5026
O -0.7891 -7.2818 1.3914
P -1.2941 -7.7384 -0.1492
O -0.6102 -6.5239 -0.9926
O -2.8002 -7.1911 0.0239
N 0.7326 -5.7795 2.3120
F -0.3783 -5.6579 3.1532
C 0.8487 -4.5772 1.4993
C 1.7831 -4.5724 0.4702
C 1.8466 -3.4148 -0.2914
C 0.9799 -2.3782 0.0380
N 0.1245 -2.3573 1.0479
C 0.0547 -3.4742 1.7829
H -0.2715 -6.9024 -1.8116
H -2.8624 -6.4616 0.6594
H 2.4124 -5.4241 0.2749
H 2.5270 -3.3392 -1.1219
H 1.0172 -1.4855 -0.5771
H -0.6430 -3.4860 2.6012
C 0.8526 0.3007 2.7515
C 1.7603 1.4465 3.1724
N 2.9141 1.6045 2.3066
C 3.9419 2.4645 2.8656
C 3.6027 3.9411 3.1035
C 2.6321 1.7918 0.8953
C 1.7368 2.9687 0.4905
H 1.4212 -0.6216 2.6426
H 0.0855 0.1372 3.5099
H 0.3395 0.5005 1.8105
H 2.1295 1.2330 4.1792
H 1.1611 2.3679 3.2519
H 4.8290 2.4022 2.2291
H 4.2451 2.0289 3.8232
H 3.5495 4.5042 2.1727
H 4.3847 4.4016 3.7109
H 2.6604 4.0641 3.6381
H 2.1745 0.8730 0.5150
H 3.5832 1.8649 0.3618
H 0.8312 3.0301 1.0957
H 1.4220 2.8516 -0.5494
H 2.2612 3.9207 0.5577
C -1.9388 0.8531 -1.0155
C -2.9537 1.4328 -1.9900
N -2.8583 2.8703 -2.1479
C -4.0059 3.4533 -2.8196
C -4.2743 3.0542 -4.2760
C -1.5602 3.3773 -2.5540
C -0.9526 2.8345 -3.8543
H -1.9887 1.3670 -0.0542
H -2.1427 -0.2037 -0.8405
H -0.9170 0.9273 -1.3938
H -3.9523 1.2038 -1.6088
H -2.8600 0.9025 -2.9517
H -3.9255 4.5419 -2.7589
H -4.8924 3.1981 -2.2301
H -3.5617 3.5087 -4.9629
H -5.2672 3.3996 -4.5714
H -4.2508 1.9732 -4.4162
H -0.8526 3.1806 -1.7432
H -1.6148 4.4668 -2.6136
H -1.0049 1.7462 -3.9092
H 0.1024 3.1123 -3.9069
H -1.4351 3.2470 -4.7389

Forces on the atoms, in the same order (eV/Å):
1.138 -0.228 -0.614
-1.102 -0.222 0.635
0.220 0.683 -0.060
-0.596 -0.628 -0.366
0.096 0.021 0.107
0.126 -0.070 0.381
-0.055 0.176 -0.136
0.046 0.210 0.030
-0.046 -0.604 0.536
-0.201 0.661 -0.051
-0.448 -0.541 0.619
0.387 0.714 -0.622
0.031 -0.732 0.025
0.300 0.180 -0.459
0.192 0.171 -0.077
-0.104 0.035 -0.125
0.050 -0.121 0.029
0.074 0.121 -0.104
-0.092 0.129 0.067
-0.078 0.003 0.118
0.024 0.115 0.030
-0.185 -0.049 -0.012
0.212 0.042 0.017
0.144 0.023 0.149
0.091 0.034 -0.025
-0.192 -0.153 -0.202
0.047 0.062 -0.121
0.028 0.008 -0.036
-0.016 0.013 -0.009
0.005 -0.046 -0.015
0.102 0.082 -0.012
-0.013 -0.008 0.022
-0.057 -0.016 -0.087
-0.086 -0.036 0.011
-0.067 -0.003 -0.005
0.003 -0.016 0.008
-0.018 -0.018 -0.013
-0.051 -0.007 0.099
0.068 0.058 0.117
0.013 -0.033 0.031
0.009 -0.031 0.002
-0.055 0.032 0.071
0.077 0.058 0.027
0.091 -0.218 -0.050
-0.099 0.183 0.046
-0.214 0.044 0.012
-0.027 0.091 -0.029
0.297 -0.073 0.054
0.063 0.100 -0.022
0.027 0.036 -0.016
-0.018 -0.009 -0.029
0.005 0.025 0.020
-0.057 0.100 -0.069
-0.031 -0.058 0.028
0.107 -0.002 0.000
0.042 -0.078 0.028
0.039 -0.053 -0.004
-0.005 -0.001 0.017
0.021 -0.009 0.012
-0.043 -0.068 0.014
-0.156 -0.001 -0.013
-0.018 -0.004 0.016
0.001 -0.001 0.016
-0.048 -0.074 -0.014

For the HOMO energy, the calculation gives -8.021 eV. The value obtained for the total energy is -1668.63026 a.u.

# 2
The following is a quantum chemistry calculation of 16 unconnected molecules or ions with the total composition C64H135N5O11 at a distorted geometry, from the Open Molecules 2025 dataset.

CARTESIAN COORDINATES (ANGSTROEM)
C -0.2733 1.6708 5.3498
C 0.3211 0.8933 6.4969
O 1.6728 0.4385 6.1927
C 2.2410 -0.1519 7.3353
C 3.4446 -0.8878 6.9126
H 0.3780 2.5637 5.1827
H -0.3488 1.1482 4.3841
H -1.2971 2.0402 5.6352
H 0.5008 1.5160 7.3952
H -0.2310 0.0206 6.8290
H 2.3306 0.5934 8.1133
H 1.4846 -0.8422 7.7636
H 3.2123 -1.6280 6.1316
H 3.8967 -1.5357 7.6748
H 4.1881 -0.2271 6.4192
C -2.8156 -3.6417 1.0079
C -4.0840 -4.2902 1.4334
O -4.5619 -3.7419 2.6697
C -5.8275 -4.2919 2.9743
C -6.1881 -3.8030 4.3622
H -2.6062 -4.0880 0.0320
H -2.9287 -2.5668 0.9304
H -1.9704 -3.7833 1.6773
H -4.8809 -4.2333 0.7249
H -3.9280 -5.3624 1.5893
H -6.5430 -3.9527 2.1784
H -5.7828 -5.3913 2.8450
H -5.4233 -4.0996 5.1171
H -7.1852 -4.0499 4.6834
H -6.1010 -2.6714 4.3620
C 5.0787 1.3000 -7.7395
C 5.2840 2.6647 -7.2092
O 5.2984 2.5689 -5.8168
C 5.9424 3.6501 -5.1412
C 5.8440 3.4211 -3.6356
H 4.9071 1.3462 -8.8228
H 5.9627 0.6730 -7.4939
H 4.1616 0.9786 -7.2256
H 6.2425 3.1231 -7.5102
H 4.5095 3.3556 -7.5462
H 6.9740 3.8001 -5.5392
H 5.4075 4.5477 -5.4330
H 4.8102 3.4060 -3.2957
H 6.4288 4.1848 -3.1146
H 6.3009 2.4652 -3.4118
C -4.8700 -2.6918 -1.6130
C -4.8823 -1.9727 -2.9326
O -5.7749 -2.6347 -3.8258
C -5.9936 -1.9167 -4.9853
C -6.4224 -2.8508 -6.1182
H -4.7417 -3.7846 -1.7604
H -4.0102 -2.2857 -1.0290
H -5.7767 -2.4885 -1.0604
H -5.1948 -0.9537 -2.6909
H -3.8727 -1.9527 -3.3370
H -6.6795 -1.0711 -4.8209
H -5.0565 -1.4478 -5.4199
H -7.3047 -3.4651 -5.8301
H -5.6089 -3.5013 -6.4524
H -6.8204 -2.2754 -6.9399
C 3.0448 4.3195 -1.0515
C 2.3828 5.6418 -0.6845
O 2.9344 6.1075 0.5214
C 2.9091 7.5123 0.6114
C 3.7933 7.8163 1.8740
H 2.5815 3.9465 -1.9617
H 4.1467 4.4126 -1.1125
H 2.8508 3.5368 -0.3091
H 2.4468 6.3951 -1.4713
H 1.3019 5.4969 -0.5341
H 3.3604 8.0506 -0.2385
H 1.8973 7.9012 0.7803
H 3.6434 8.8540 2.1463
H 4.8622 7.6294 1.6503
H 3.4786 7.1140 2.6096
C -0.7432 3.4921 -1.3684
C -0.0204 3.4526 -2.6994
O 0.7747 2.2476 -2.7075
C 1.7607 2.2899 -3.7019
C 2.8523 1.2815 -3.4585
H -1.4189 2.6171 -1.3518
H -0.0334 3.4545 -0.5611
H -1.4053 4.3614 -1.2503
H -0.6133 3.4393 -3.6026
H 0.6556 4.2978 -2.7349
H 1.2098 2.1428 -4.6417
H 2.2276 3.2580 -3.8087
H 2.3989 0.2395 -3.2397
H 3.4842 1.5700 -2.6431
H 3.5049 1.1798 -4.3224
C 4.0867 1.4639 3.7774
C 4.5186 2.4393 2.7236
O 4.4275 2.0597 1.3262
C 5.2395 0.9810 0.9984
C 5.4753 1.0085 -0.5065
H 3.0166 1.2700 3.8175
H 4.6038 0.5193 3.7276
H 4.3096 1.9018 4.7671
H 3.8748 3.3347 2.7229
H 5.5061 2.7919 2.8988
H 6.1693 1.0815 1.5878
H 4.8063 0.0118 1.2674
H 5.9140 1.9620 -0.8943
H 4.5645 0.8745 -1.0127
H 6.1370 0.1445 -0.7953
C -4.1782 0.1763 0.6201
C -4.1733 1.3063 -0.3479
O -3.5433 0.8478 -1.5307
C -3.8501 1.7284 -2.6367
C -3.1666 1.2106 -3.9138
H -3.1490 -0.1193 0.8534
H -4.7464 0.4557 1.5054
H -4.6956 -0.6220 0.0886
H -5.1735 1.6487 -0.5433
H -3.5895 2.1234 0.0870
H -4.9541 1.7691 -2.7533
H -3.5882 2.7316 -2.3833
H -3.4693 0.2331 -4.2487
H -2.0763 1.2073 -3.7219
H -3.3465 1.9227 -4.6980
C -0.0754 -1.3007 -3.9697
C 0.3192 -2.1479 -5.1526
O 1.7351 -2.3163 -5.1045
C 2.2584 -2.8509 -6.3176
C 3.7804 -3.0418 -6.2223
H 0.3452 -1.7465 -3.0295
H 0.2521 -0.2965 -4.1204
H -1.1545 -1.3541 -3.8801
H -0.2268 -3.1287 -5.0572
H 0.0628 -1.6209 -6.0953
H 1.8515 -3.8377 -6.5367
H 1.9553 -2.1396 -7.0831
H 4.0239 -3.7430 -5.3855
H 4.3045 -2.1145 -6.0080
H 4.1992 -3.4175 -7.1591
C -8.7953 3.3242 3.1737
C -7.6289 3.1256 4.1048
O -6.9754 1.8424 3.8093
C -5.9317 1.5095 4.7172
C -5.7758 0.0272 4.7495
H -9.3673 2.4065 3.1642
H -9.4357 4.1776 3.5033
H -8.4514 3.5323 2.1305
H -6.7989 3.8185 3.8667
H -7.8686 3.1855 5.1734
H -5.0407 2.0665 4.4349
H -6.1745 1.9113 5.7034
H -4.8993 -0.2013 5.3677
H -5.5941 -0.4034 3.7832
H -6.6727 -0.3765 5.1999
C 2.6932 -1.8908 -1.2344
C 1.9634 -2.5048 -0.1331
O 2.0890 -3.9284 0.0269
C 1.2942 -4.4328 1.0538
C 1.4003 -5.9447 1.0691
H 2.2521 -2.1003 -2.2791
H 2.7939 -0.8296 -1.0546
H 3.7789 -2.2718 -1.2685
H 2.3408 -2.0869 0.8372
H 0.8998 -2.2938 -0.1955
H 1.5682 -4.0202 2.0656
H 0.2288 -4.1652 0.9550
H 2.4825 -6.2461 1.0277
H 0.8373 -6.4507 0.2712
H 1.0524 -6.3873 2.0024
N 0.0877 -4.7610 -2.5270
C -0.0771 -5.6526 -3.5548
C -1.3895 -5.6627 -3.9414
C -1.9974 -4.6120 -3.1977
C -1.0872 -4.1623 -2.2707
H 0.9192 -4.5886 -2.0055
H 0.7960 -6.1954 -3.9242
H -1.8236 -6.2928 -4.6847
H -3.0524 -4.3583 -3.2424
H -1.1157 -3.3436 -1.5366
N -1.9658 -2.9417 4.5682
C -1.0708 -3.9331 4.8137
C 0.1645 -3.3281 4.9782
C -0.0250 -1.9304 4.7305
C -1.3022 -1.7371 4.5252
H -2.8545 -3.1695 4.1604
H -1.2969 -4.9894 4.7219
H 1.0520 -3.8886 5.2920
H 0.7696 -1.2265 4.8427
H -1.8467 -0.8686 4.2510
N -0.7079 2.7803 2.0399
C -0.3986 4.1461 2.1166
C -1.5387 4.8670 2.2565
C -2.5896 3.9199 2.1584
C -2.0758 2.6458 2.1364
H -0.0454 2.0765 1.8219
H 0.5781 4.5491 1.8658
H -1.6010 5.9340 2.2801
H -3.6399 4.1820 2.3070
H -2.5930 1.7245 2.0480
N 6.4828 -2.1189 1.2998
C 5.4267 -2.8883 0.9134
C 4.6237 -3.0595 2.0336
C 5.2236 -2.3788 3.1526
C 6.2953 -1.7282 2.6398
H 7.2274 -1.8432 0.6720
H 5.3637 -3.3278 -0.0630
H 3.7520 -3.7080 2.1337
H 4.9686 -2.2021 4.1564
H 7.0151 -1.0583 3.0808
N 0.4817 0.5879 -0.2399
C 1.3422 0.7250 0.8723
C 0.7344 0.0200 1.9148
C -0.4046 -0.5651 1.4007
C -0.6118 -0.1339 0.1306
H 0.6768 1.1172 -1.0936
H 2.2437 1.3821 0.8123
H 1.3074 -0.1046 2.8079
H -1.0105 -1.3317 1.8589
H -1.3609 -0.2624 -0.5895

Forces on the atoms, in the same order (eV/Å):
-0.158 1.106 0.095
1.717 -0.011 0.545
-0.941 0.471 -0.605
-1.819 -0.580 0.096
1.581 -0.929 -0.961
-0.609 -0.555 -0.004
0.071 -0.134 0.518
0.932 -0.333 -0.304
-0.735 0.189 -0.318
-0.471 -0.196 -0.194
0.733 0.469 0.320
0.311 -0.153 -0.138
-0.426 0.324 0.045
0.060 0.680 0.208
-0.216 -0.258 0.650
0.125 0.130 -0.474
0.086 -0.474 1.721
0.418 -0.158 -0.342
-0.340 0.106 -0.545
1.098 1.573 0.227
0.402 0.319 0.027
-0.158 0.261 -0.298
-0.052 -0.427 0.183
-0.468 0.412 -0.902
0.143 -0.175 0.016
0.205 -0.064 0.737
-0.033 0.238 0.479
-0.651 -0.233 -0.524
-0.299 -0.304 0.111
-0.298 -1.230 -0.139
-0.059 -0.448 -0.241
1.078 1.351 0.038
0.259 -0.118 1.257
-0.420 -0.058 -0.517
0.637 0.095 -0.721
0.070 -0.264 0.247
-0.807 0.152 -0.189
0.324 -0.600 -0.337
-0.092 -0.230 -0.293
-0.295 0.113 -0.022
-0.354 -0.406 0.498
-0.169 0.559 0.112
0.056 0.135 -0.027
-0.270 0.015 0.042
0.026 -0.300 0.160
1.020 -0.449 0.187
-0.439 -0.296 0.432
0.571 0.046 0.795
0.879 0.554 -2.038
-1.337 -0.365 0.730
-0.065 0.600 0.200
-0.633 -0.487 -0.363
-0.303 -0.143 0.174
-0.074 0.262 -0.554
0.159 0.089 -0.359
-0.163 -0.263 -0.016
-0.459 -0.246 0.916
0.711 0.105 0.118
-0.165 0.152 0.128
0.283 0.357 -0.486
0.010 0.010 0.267
-0.519 -0.845 0.155
0.191 0.550 -0.635
1.348 0.520 1.904
-0.150 0.097 -2.002
0.420 0.049 -0.213
-0.619 0.035 -0.256
0.004 0.308 0.169
0.426 0.022 -0.176
-0.023 -0.131 -0.067
-0.248 -0.521 -0.182
-0.064 -0.134 -0.132
0.091 0.101 0.419
-0.593 0.145 0.057
-0.211 -0.210 0.936
-1.459 -0.518 -1.036
0.784 -0.495 0.811
-0.030 0.701 0.983
-0.189 -0.567 -1.133
-1.179 -2.166 -0.130
0.343 0.184 0.429
0.169 -0.050 0.341
0.396 -0.033 -0.106
-0.632 0.181 -0.155
0.240 0.371 -0.304
0.436 -0.287 -0.300
0.024 0.706 0.230
0.766 1.614 -0.313
0.173 0.195 0.648
-0.073 0.061 -0.199
-0.270 0.091 0.756
-1.523 0.977 -1.369
-0.683 0.240 1.111
0.838 -0.175 -0.367
2.052 -0.167 0.244
-0.097 -0.025 -0.321
0.248 -0.402 -0.125
0.059 -0.085 -0.366
0.170 -0.258 0.348
1.183 0.147 0.196
0.081 -0.184 -0.376
-0.207 0.013 0.102
-0.170 -0.716 0.582
-1.328 -0.255 -0.618
-0.509 0.850 0.181
-0.306 -0.433 -0.221
1.162 0.326 0.351
-0.293 0.676 -1.060
-0.726 -1.870 -0.147
0.821 0.922 1.304
-0.333 -0.050 0.159
0.113 -0.133 0.208
0.044 -0.349 0.485
-0.650 0.211 -0.239
-0.130 0.350 -0.269
0.317 -0.248 -0.084
0.687 0.868 0.077
-0.289 -0.340 0.166
-0.395 -0.161 -0.180
-0.121 0.322 -0.525
0.049 -1.213 0.625
0.047 -0.477 0.225
0.068 -0.509 -0.103
0.593 0.129 0.524
-0.202 -0.046 0.751
-0.302 0.575 -0.831
0.208 0.810 0.225
-0.281 0.270 0.111
0.606 0.629 -0.481
-0.120 -0.424 0.256
-0.497 -0.066 -0.023
0.224 -0.106 -0.594
-0.232 0.417 -0.748
-0.089 0.251 0.079
-0.214 -0.165 0.085
0.017 0.672 -0.464
2.256 -0.660 -0.742
-1.281 0.339 0.375
-0.514 1.205 -0.389
0.644 0.194 0.787
-0.386 -0.122 -0.043
0.471 -0.685 -0.212
-0.241 -0.200 0.846
-0.651 0.476 0.454
-0.147 -0.081 -0.170
0.499 -0.150 -0.272
-0.169 -0.221 0.296
-0.216 -0.194 0.061
-0.091 -0.121 -0.593
-0.105 -0.434 0.013
2.210 -1.209 -2.785
-0.570 -0.477 2.855
0.378 0.188 -1.355
-0.654 -0.258 1.331
1.137 -0.751 0.097
0.640 0.423 1.565
-0.291 0.299 -0.119
-1.523 0.424 0.024
-0.443 -0.001 -0.696
-0.282 0.269 0.025
0.108 -0.157 -0.787
0.141 0.224 -0.327
-0.913 0.270 -0.255
0.311 0.351 -0.004
-0.247 0.296 0.146
0.060 -0.579 -0.609
1.220 -0.732 0.069
0.629 1.058 0.234
-1.224 -0.604 0.613
-0.516 1.471 0.073
0.628 0.011 0.240
-0.516 0.048 0.203
-0.173 -0.087 -0.327
0.276 0.101 0.027
-0.229 -0.587 -0.439
-0.169 -0.536 -0.294
1.321 0.147 -0.025
-0.294 -1.056 0.011
3.318 -1.284 1.393
-3.198 0.142 -0.971
-0.477 0.428 -0.080
-0.245 0.283 0.316
-0.242 0.561 -0.352
0.082 0.520 -0.103
-0.289 0.643 -0.012
-0.841 2.336 0.419
0.790 -1.020 -0.519
-0.228 -0.748 -0.707
-1.434 0.316 1.384
0.853 1.336 -0.769
0.505 -0.807 -0.005
0.096 -0.457 0.429
-0.104 0.278 0.078
0.298 -0.301 -0.221
-0.004 -0.661 0.143
-0.245 0.755 0.747
-0.509 -0.344 1.500
-0.212 -0.736 0.444
0.252 0.516 -2.102
1.759 -0.354 -1.486
-0.243 0.108 0.444
-0.063 -0.010 -0.100
0.328 0.326 -0.393
-0.874 -0.291 0.951
-0.022 -0.055 0.139
1.679 1.208 1.356
-0.932 0.183 -1.067
2.789 0.876 -1.007
-1.861 -1.188 0.725
1.581 0.561 -0.810
-0.578 -0.326 0.068
-0.820 -0.888 0.151
-0.400 -0.330 0.696
-0.123 0.263 0.317
-1.096 -0.491 -0.655

For the HOMO energy, the calculation gives -7.901 eV. The value obtained for the total energy is -3620.68732 a.u. For the energy above the lowest of the compared OMol25 structures with the same formula, charge and spin, the calculation gives 23.14 kcal per mole.